Computed, not measured: a structure of composition C12H19CuN8S2, with ωB97M-V/def2-TZVPD.

Geometry as XYZ:
```
42
Properties=species:S:1:pos:R:3
Cu 0.07019 -0.08813 0.74640
C -1.58820 -4.19085 4.28988
S -0.37304 -4.29852 2.94696
C -0.49959 -2.71917 2.18320
S 0.39500 -2.53436 0.74662
N -1.28475 -1.84226 2.76371
N -1.20221 -0.60116 2.26666
C -2.10642 0.26207 2.57221
C -2.00547 1.55519 1.92623
C -2.62393 2.71717 2.39813
C -2.46518 3.89449 1.69765
C -1.69088 3.90119 0.54011
C -1.10191 2.71437 0.14451
N -1.26630 1.56942 0.79945
H -1.39543 -5.02475 4.96213
H -2.58940 -4.26763 3.87329
H -1.46777 -3.24571 4.80794
H -2.91614 0.02185 3.25621
H -3.20819 2.68731 3.30892
H -2.92210 4.81004 2.05076
H -1.56101 4.80181 -0.04386
H -0.47902 2.65202 -0.74108
C -0.26172 0.07124 -4.20307
N 1.05754 0.02120 -3.60073
C 1.99616 -0.79164 -4.36066
C 1.12241 0.13336 -2.21960
N 0.13064 0.21945 -1.42956
N 2.41789 0.23651 -1.72009
C 2.81536 0.18452 -0.39072
N 4.15097 -0.13587 -0.24348
N 2.04388 0.48530 0.57700
H -0.14279 0.28041 -5.26527
H -0.84506 0.87576 -3.76105
H -0.80854 -0.87368 -4.09894
H 1.99743 -0.44374 -5.39274
H 1.70891 -1.84969 -4.35404
H 3.01277 -0.71179 -3.98542
H -0.77171 0.01857 -1.83612
H 3.16142 0.22108 -2.39024
H 4.60264 -0.64844 -0.98187
H 4.41203 -0.44536 0.67651
H 2.48153 0.37843 1.48406
```

Calculated values
Charge: 0

---

Computed, not measured: the molecule C4H8N2O, with ωB97M-V/def2-TZVPD.

Geometry as XYZ:
```
15
Properties=species:S:1:pos:R:3
N 1.11182 -1.26244 1.40984
C 0.14316 -0.74099 0.45128
C 0.27417 0.78427 0.35761
C -0.75914 1.44110 -0.59717
O -1.50014 0.54255 -1.39520
C 0.44054 -1.34128 -0.86658
N 0.65767 -1.78466 -1.91250
H 0.92175 -0.86361 2.32392
H 1.01272 -2.26991 1.49577
H -0.90438 -0.99319 0.67568
H 1.30738 1.00638 0.06769
H 0.14295 1.18614 1.37189
H -0.25047 2.19142 -1.21369
H -1.51138 1.96412 -0.00550
H -0.91606 0.13887 -2.04625
```

Calculated values
Charge: 0
Energy above the lowest of the compared OMol25 structures with the same formula, charge and spin, kJ/mol: 166.5

---

Computed, not measured: the molecule C4H8O2, with ωB97M-V/def2-TZVPD.

Geometry as XYZ:
```
14
Properties=species:S:1:pos:R:3
C -1.72384 -0.69448 -0.39189
C -0.52096 0.12518 -0.86805
O 0.01972 1.07087 0.07610
C 1.43314 0.93111 0.29676
C 1.30811 -0.16010 1.31386
O 1.44925 -1.32994 1.05056
H -2.54181 -0.07904 -0.00409
H -1.46131 -1.45204 0.35449
H -2.11694 -1.23488 -1.26521
H 0.25910 -0.57899 -1.18143
H -0.81883 0.72796 -1.73034
H 1.88669 1.85171 0.69592
H 1.98796 0.62200 -0.59931
H 0.83972 0.20065 2.25264
```

Calculated values
Charge: 0
Energy above the lowest of the compared OMol25 structures with the same formula, charge and spin, kJ/mol: 188.1

---

Computed, not measured: the molecule C3H3N3O, with ωB97M-V/def2-TZVPD.

Geometry as XYZ:
```
10
Properties=species:S:1:pos:R:3
C -0.54458 1.42759 0.48415
C 0.13627 -1.22708 0.40886
C 0.69200 -0.53609 -0.86841
H -1.10138 2.23604 0.02127
H 0.48973 -2.27236 0.32889
H 0.40076 -1.15710 -1.92876
N -1.27406 0.41949 0.91869
N -0.53424 -0.62429 1.34460
N 0.93622 0.69542 -1.05901
O 0.79928 1.03838 0.34971
```

Calculated values
Charge: 0
Energy above the lowest of the compared OMol25 structures with the same formula, charge and spin, kJ/mol: 616.9

---

Computed, not measured: a cluster of 11 separate species, C5H31N3O10 in total, with ωB97M-V/def2-TZVPD.

Geometry as XYZ:
```
49
Properties=species:S:1:pos:R:3
C 3.12954 -0.35045 0.69138
C 2.80634 -1.45758 -0.31964
C 1.39043 -1.53615 -0.78348
C 0.22756 -0.93262 -0.39610
N -0.78025 -1.40053 -1.20504
C -0.27985 -2.25818 -2.06516
N 1.03829 -2.35277 -1.84085
N 2.91325 1.06017 0.22002
H 2.53763 -0.48822 1.60059
H 4.16788 -0.43677 1.00454
H 3.48718 -1.35299 -1.17229
H 3.07264 -2.40172 0.16453
H 0.01801 -0.23459 0.39035
H -1.84240 -1.01893 -1.16499
H -0.78862 -2.81735 -2.83123
H 1.65959 -2.97489 -2.34010
H 3.79620 1.53794 0.05611
H 2.38087 1.11992 -0.66426
H 2.33465 1.58440 0.89266
H 2.01852 3.46527 -0.86851
H 2.20591 4.50401 0.25024
O 2.36127 3.58339 0.02460
H -1.38675 2.21064 -1.66398
H -1.80215 2.27869 -3.17101
O -1.42308 1.66682 -2.51760
H -1.51421 -5.14435 0.95154
H -0.33982 -5.04961 1.96302
O -0.79806 -4.55957 1.25279
H -1.64162 -0.71537 2.62259
H -1.88658 0.35384 3.72106
O -1.63476 0.26444 2.78564
H -4.03916 1.64347 1.14358
H -2.77204 0.95374 1.62074
O -3.18995 1.34192 0.81142
H -2.74234 -2.68210 2.73813
H -1.54694 -3.05045 1.79408
O -2.03944 -2.29722 2.19487
H -3.23262 0.25904 -0.56950
H -2.61572 0.46558 -2.00491
O -3.01551 -0.21165 -1.41218
H 0.36530 2.65525 2.45602
H -0.34580 1.25301 2.25141
O 0.31442 1.88476 1.87285
H 1.58153 1.09648 -3.57485
H 0.29352 1.25862 -2.67422
O 1.28175 1.14435 -2.65145
H -2.00057 2.58633 0.26245
H -0.50409 2.63380 0.38347
O -1.21995 2.91818 -0.22936
```

Calculated values
Charge: +2
Energy above the lowest of the compared OMol25 structures with the same formula, charge and spin, kJ/mol: 0.0

---

Computed, not measured: a cluster of 13 separate species, C4H34NO14 in total, with ωB97M-V/def2-TZVPD.

Geometry as XYZ:
```
53
Properties=species:S:1:pos:R:3
C 1.22243 2.52294 0.20487
C -0.08094 2.59136 1.00669
C -0.66811 1.24328 1.45914
C -0.63030 0.17616 0.41513
O -1.72807 -0.62240 0.45530
O 0.22139 -0.03666 -0.42408
N 2.20510 1.57401 0.80058
H 0.98489 2.17350 -0.83961
H 1.67741 3.57264 0.09543
H -0.89840 3.15565 0.40686
H 0.02714 3.23032 1.91489
H -1.72003 1.43431 1.81481
H -0.14332 0.86551 2.40405
H -1.72669 -1.34472 -0.28391
H 3.16553 1.67411 0.32867
H 2.32221 1.67675 1.78303
H 1.83089 0.58397 0.59994
H 4.99659 -0.04052 -0.75273
H 3.51350 -0.50768 -0.57576
O 4.07769 0.26601 -0.57261
H -0.98918 3.42399 -2.72219
H -1.56209 2.51928 -1.65625
O -0.71243 2.79190 -2.07942
H -0.21758 1.31967 -2.87264
H -1.25203 0.15736 -3.22835
O -0.34815 0.44372 -3.34298
H 0.68399 -1.90457 2.40448
H 1.48080 -1.55007 1.08462
O 0.97380 -1.18170 1.86448
H 1.05681 -2.07719 -3.25195
H 0.42384 -0.80800 -2.68824
O 0.73093 -1.75516 -2.42429
H 2.65415 0.44578 4.05015
H 1.76165 -0.09925 2.92635
O 2.16313 0.72959 3.33243
H -2.56429 -1.07812 -2.34917
H -3.48765 -0.49580 -3.37330
O -2.86155 -0.30115 -2.70935
H -3.24363 -1.78362 2.94294
H -2.30823 -1.66005 1.78535
O -2.55849 -2.27093 2.39920
H -2.97749 0.99666 -1.54150
H -3.78675 2.17482 -1.06015
O -2.94555 1.78559 -0.99875
H 1.76753 -1.72045 -0.99588
H 2.82160 -2.71996 -0.50993
O 2.40220 -1.79722 -0.33751
H -1.80834 -3.32939 -1.47122
H -0.76095 -2.24183 -1.78387
O -1.69517 -2.39916 -1.54343
H -0.19279 -3.99090 3.35204
H -1.11309 -2.78783 3.17440
O -0.18392 -3.02455 3.38323
```

Calculated values
Charge: +1
Energy above the lowest of the compared OMol25 structures with the same formula, charge and spin, kJ/mol: 0.0

---

Computed, not measured: a cluster of 2 separate species, C10H20 in total, with ωB97M-V/def2-TZVPD.

Geometry as XYZ:
```
30
Properties=species:S:1:pos:R:3
C -2.03869 0.79495 -0.90900
C -2.05241 1.26417 0.46751
C -2.02742 -0.10740 1.27797
C -2.83539 -0.97656 0.29283
C -2.11046 -0.70862 -0.86807
C 1.97392 -1.29858 -0.21114
C 1.95733 -0.34613 -1.30681
C 2.18493 1.20982 -0.62636
C 2.22485 0.83875 0.85728
C 2.80035 -0.59819 1.02313
H -2.97375 1.23280 -1.41883
H -1.33089 1.32974 -1.64934
H -2.95583 2.08776 0.76305
H -1.14575 1.67133 0.95672
H -2.31287 -0.23994 2.41368
H -1.04642 -0.63971 0.77354
H -3.86397 -0.89833 -0.04349
H -2.56313 -2.06205 0.67208
H -2.95651 -1.12819 -1.49691
H -1.28412 -1.26190 -0.87987
H 1.02109 -1.37452 0.20993
H 2.44823 -2.16973 -0.41067
H 1.02928 -0.34648 -1.80857
H 2.85485 -0.24897 -2.05021
H 1.46278 2.05199 -0.65064
H 3.31190 1.37875 -0.99919
H 1.18606 0.93271 1.30358
H 2.74984 1.53269 1.49576
H 2.39695 -1.19982 1.97471
H 3.89524 -0.72036 0.84734
```

Calculated values
Charge: 0
Energy above the lowest of the compared OMol25 structures with the same formula, charge and spin, kJ/mol: 547.3

---

Computed, not measured: a cluster of 2 separate species, C21H42Cl2N4O3P2 in total, with ωB97M-V/def2-TZVPD.

Geometry as XYZ:
```
74
Properties=species:S:1:pos:R:3
C 1.12442 0.12286 6.08839
N 0.24804 1.26419 5.82580
C 0.49711 1.91528 4.54153
P -0.18057 1.01745 3.04074
C -0.14584 -0.86130 3.07744
C -1.04166 1.78537 1.55199
O -0.42393 1.45785 0.30681
C -1.02421 0.30079 -0.27043
C -1.92598 0.89158 3.87807
O -2.38551 2.25022 4.12657
C -3.76251 2.34958 4.02552
C -4.29116 2.81908 2.82712
C -5.66720 2.94041 2.65960
C -6.50733 2.59134 3.71186
C -5.96716 2.11520 4.89802
C -4.59361 1.97462 5.07632
C 1.57034 1.08371 2.13997
Cl 2.47874 -0.39647 1.70758
C 2.19364 2.21332 1.79402
C 3.56990 2.26368 1.13386
Cl 1.45869 3.78750 2.07956
H 1.25909 0.06602 7.18204
H 2.13132 0.20474 5.64364
H 0.59599 -0.80050 5.81574
H 0.31979 1.96625 6.54965
H 0.06797 2.92916 4.52063
H 1.59016 2.07386 4.45451
H 0.68292 -1.24716 3.67912
H -0.15096 -1.27953 2.06253
H -1.06167 -1.25275 3.54820
H -2.09216 1.47334 1.45608
H -1.07252 2.88246 1.63068
H -1.41159 -0.40017 0.48526
H -1.83042 0.60239 -0.96212
H -0.29035 -0.25702 -0.87209
H -2.64091 0.34806 3.23208
H -1.88883 0.30936 4.81640
H -3.62042 3.09271 2.01258
H -6.03606 3.33844 1.71475
H -7.58250 2.71664 3.57329
H -6.66242 1.85854 5.69835
H -4.19439 1.57962 6.00986
H 3.51237 2.18458 0.04118
H 4.26503 1.55557 1.59372
H 3.97960 3.26626 1.34931
O 0.08014 -1.16116 -3.29024
P 0.79478 -1.69559 -4.51048
N 0.81558 -3.35674 -4.04502
C 1.84657 -4.31837 -4.37210
C -0.49457 -3.98642 -4.20811
N 2.32228 -0.88628 -4.13083
C 3.48975 -1.60282 -3.62153
C 2.17130 0.27544 -3.23624
N 1.33557 -2.06142 -6.16393
C 2.68352 -1.93496 -6.68480
C 0.43247 -1.33367 -7.09407
H 1.82099 -4.63501 -5.42519
H 1.71689 -5.21459 -3.76061
H 2.84444 -3.95516 -4.14160
H -0.75799 -4.09683 -5.27141
H -1.26894 -3.38464 -3.72880
H -0.52071 -4.97218 -3.74178
H 3.24575 -2.24215 -2.76354
H 4.26183 -0.90028 -3.30212
H 3.99247 -2.19854 -4.38248
H 2.04799 -0.02436 -2.18856
H 1.31822 0.88892 -3.51873
H 3.05289 0.91854 -3.29853
H 3.11450 -0.93835 -6.54947
H 2.67276 -2.14378 -7.75805
H 3.34565 -2.69466 -6.27500
H 0.56997 -0.24767 -7.02294
H -0.61183 -1.55480 -6.84129
H 0.58453 -1.63962 -8.12827
```

Calculated values
Charge: 0
Energy above the lowest of the compared OMol25 structures with the same formula, charge and spin, kJ/mol: 176.0

---

HOMO level across the listed records, respectively: -6.05 -10.25 -9.55 -9.86 -15.82 -13.47 -10.16 -7.97 eV.